# 1
The following is a DFT calculation (ωB97M-V/def2-TZVPD) of a molecular structure, C3H5O4Yb at a distorted geometry.

CARTESIAN COORDINATES (ANGSTROEM)
Yb -0.282 -0.588 1.219
O 0.422 1.610 1.181
O 1.769 -0.159 1.054
O -0.939 -1.819 -3.193
O -1.053 -1.311 -0.940
C -0.908 -1.523 -2.085
C 0.151 2.986 1.357
C 1.825 1.193 1.099
H -0.932 3.126 1.282
H 0.645 3.574 0.570
H 2.335 1.600 1.995
H 0.508 3.315 2.344
H 2.242 1.653 0.183

Atomic forces in eV per Å
Yb 0.1450 0.1051 0.0954
O -0.8050 -0.2348 -0.0028
O 0.2040 -0.0743 0.0100
O 0.5971 0.4768 0.5501
O 0.5631 0.3645 0.2571
C -1.1464 -0.8684 -0.9097
C 0.0955 0.6074 0.0476
C 0.5592 -0.0189 -0.0898
H 0.2569 0.0320 0.0642
H -0.1279 -0.1316 0.2169
H -0.1214 -0.1496 -0.2401
H -0.1219 0.0019 -0.2635
H -0.0982 -0.1101 0.2645

Values from the calculation:
E_HOMO = -12.5 eV
F_max = 1.7 eV/Å
Energy = -1576.7643 hartree
Energy relative to the best compared isomer or geometry (same formula, charge and spin) = 0.0 kJ/mol
Total charge = +1
Frontier orbital gap = 7.98 eV
E_LUMO = -4.6 eV

Atomic partial charges in e from the Mulliken method, atoms 1 to 4: number 1, Yb, carries 1.27; number 2, O, carries -0.20; number 3, O, carries -0.74; number 4, O, carries -0.22

=====

# 2
The following is a DFT calculation (ωB97M-V/def2-TZVPD) of a molecular structure, C3H5O4Zn at a distorted geometry.

CARTESIAN COORDINATES (ANGSTROEM)
Zn -1.211 1.639 1.566
O -0.086 -1.310 0.253
O 0.372 0.600 1.366
O -1.338 1.203 -0.251
O 1.052 0.295 -0.755
C 0.517 -1.953 -0.874
C 1.049 -0.780 -1.698
C 0.235 0.001 0.272
H -1.853 0.523 -0.687
H 2.073 -0.927 -2.057
H -0.253 -2.532 -1.394
H 0.393 -0.520 -2.539
H 1.313 -2.619 -0.520

Atomic forces in eV per Å
Zn -1.2200 1.1321 1.2394
O -0.7266 0.3798 -0.0230
O 0.7211 -1.0866 -0.4318
O 0.1549 -1.2134 -1.4006
O -0.0513 -0.0482 -0.1294
C -0.1223 -0.1210 -0.2814
C -0.0878 0.1136 -0.1362
C 2.1087 0.2843 0.7515
H -0.6525 0.2800 0.0334
H -0.2632 0.0666 0.0898
H 0.2325 0.0768 0.0913
H 0.1339 -0.0425 0.1768
H -0.2274 0.1786 0.0201

Values from the calculation:
E_HOMO (alpha / beta) = -6.9 / -10.2 eV
F_max = 2.3 eV/Å
Energy = -2197.5378 hartree
Energy relative to the best compared isomer or geometry (same formula, charge and spin) = 66.6 kJ/mol
Frontier orbital gap (alpha / beta) = 7.44 / 10.04 eV
E_LUMO (alpha / beta) = 0.5 / -0.2 eV
Multiplicity = 2

Atomic partial charges in e from the Mulliken method, atoms 1 to 4: number 1, Zn, carries 0.11; number 2, O, carries -0.32; number 3, O, carries -0.70; number 4, O, carries -0.73

=====

# 3
The following is a DFT calculation (ωB97M-V/def2-TZVPD) of a molecular structure, C3H5O5Sm at a distorted geometry.

CARTESIAN COORDINATES (ANGSTROEM)
Sm 0.302 1.751 -0.168
O 4.366 0.777 0.552
O 2.692 0.402 -0.916
O -1.459 -2.178 0.805
O -1.826 1.153 -0.594
O 2.220 1.232 1.033
C 3.171 0.737 0.339
C -1.664 -0.870 0.758
C -2.208 -0.164 -0.562
H -2.597 -2.099 0.844
H 3.327 0.536 -1.644
H -1.183 -0.240 1.518
H -3.309 -0.278 -0.548
H -1.832 -0.760 -1.417

Atomic forces in eV per Å
Sm 0.9788 0.0572 -0.1023
O -1.3379 -0.8124 -0.2058
O -1.4208 -0.1844 -1.6339
O -4.7813 2.0754 0.7757
O 0.7413 -0.9376 0.4870
O -1.6535 -0.3747 0.5849
C 2.8840 2.1136 0.2557
C 1.8428 0.8974 -2.3179
C -0.3565 0.1744 1.3831
H 2.9701 -2.2548 -0.4212
H 0.2279 -0.3833 0.7830
H -0.1105 -0.1414 0.2214
H 0.0591 -0.0777 -0.1433
H -0.0434 -0.1519 0.3336

Values from the calculation:
E_HOMO (alpha / beta) = -11.8 / -13.0 eV
F_max = 5.3 eV/Å
Energy = -1151.1160 hartree
Total charge = +1
Frontier orbital gap (alpha / beta) = 4.72 / 6.76 eV
E_LUMO (alpha / beta) = -7.1 / -6.2 eV
Multiplicity = 7

Atomic partial charges in e from the Mulliken method, atoms 1 to 4: number 1, Sm, carries 1.61; number 2, O, carries -0.52; number 3, O, carries -0.54; number 4, O, carries -0.32

=====

# 4
The following is a DFT calculation (ωB97M-V/def2-TZVPD) of a gas-phase ion, C3H5OS (charge -1) at a distorted geometry.

CARTESIAN COORDINATES (ANGSTROEM)
S -0.746 1.164 -1.908
O 1.583 -0.188 -1.664
C 0.651 0.471 -1.249
C 0.475 0.369 0.617
C -0.676 -0.586 0.584
H 0.286 1.307 0.931
H -0.996 -0.965 1.503
H -1.624 0.001 0.212
H 1.358 -0.063 0.999
H -0.311 -1.510 -0.026

Atomic forces in eV per Å
S 0.3001 0.5627 -0.8035
O -0.1023 0.5591 -0.4546
C -0.0055 -0.8606 3.3321
C 0.0021 -2.2072 -4.7407
C -1.0304 -0.0193 -1.6663
H -0.7512 3.1083 1.3074
H -0.2491 -0.7201 2.0167
H 1.9085 -1.5893 0.0240
H 1.1806 -0.3872 0.3587
H -1.2527 1.5537 0.6263

Values from the calculation:
E_HOMO = -3.0 eV
F_max = 5.2 eV/Å
SMILES string = CCC([O-])=S
Energy = -590.7398 hartree
Energy relative to the best compared isomer or geometry (same formula, charge and spin) = 85.3 kJ/mol
Total charge = -1
Frontier orbital gap = 7.02 eV
E_LUMO = 4.0 eV

Atomic partial charges in e from the Mulliken method, atoms 1 to 4: number 1, S, carries -0.51; number 2, O, carries -0.57; number 3, C, carries 0.25; number 4, C, carries -0.73

=====

- Which formula does entry 1 have?
  C3H5O4Yb

=====

- Which value of energy does entry 1 give?
  -1576.7643 hartree

=====

- What is the F_max in the third record?
  5.3 eV/Å

=====

- What is the energy in the first record?
  -1576.7643 hartree